# 1
Entry from OMol25: a 2-piece molecular cluster, C5H12NO overall (wB97M-V/def2-TZVPD).

Summary:
* LUMO energy: -7.6 eV
* frontier orbital gap: 4.6 eV
* total energy: -327.29818 Eh
* charge: +1
* M: 102.2 g/mol
* relative energy (zero: lowest compared OMol25 entry of this formula, charge and spin): 4.392 eV

Element x y z (Å)
1 C 0.65 1.09 -0.91
2 O 1.59 0.70 0.12
3 C -0.69 1.02 -0.31
4 C -1.19 -0.18 0.37
5 C -2.52 -0.50 -0.23
6 C -3.65 -0.53 0.48
7 N 4.19 -0.98 0.00
8 H 0.89 2.05 -1.36
9 H 0.69 0.28 -1.66
10 H 1.31 1.30 0.83
11 H -1.30 1.89 -0.08
12 H -1.38 0.10 1.43
13 H -0.49 -1.03 0.38
14 H -2.58 -0.36 -1.30
15 H -3.59 -0.67 1.57
16 H -4.61 -0.76 0.05
17 H 4.33 -1.97 -0.19
18 H 3.31 -0.88 0.46
19 H 5.04 -0.58 0.36

---

# 2
Entry from OMol25: a 2-piece molecular cluster, C28H19N2O overall (wB97M-V/def2-TZVPD).

Summary:
* LUMO energy: -5.5 eV
* frontier orbital gap: 6.1 eV
* total energy: -1262.82643 Eh
* charge: +1
* M: 399.5 g/mol
* relative energy (zero: lowest compared OMol25 entry of this formula, charge and spin): 0.751 eV

Element x y z (Å)
1 N 9.91 0.07 -0.19
2 C 8.74 0.08 -0.19
3 C 7.29 0.08 -0.19
4 C 6.58 -1.13 -0.18
5 C 5.18 -1.13 -0.18
6 C 4.46 0.07 -0.18
7 N 3.05 0.04 -0.21
8 C 1.86 -0.06 -0.29
9 C 5.17 1.28 -0.18
10 C 6.57 1.27 -0.19
11 H 7.13 -2.06 -0.19
12 H 4.64 -2.08 -0.18
13 H 4.63 2.22 -0.18
14 H 7.13 2.21 -0.19
15 C -3.07 2.13 5.33
16 O -2.47 0.86 4.93
17 C -2.20 0.64 3.61
18 C -1.59 -0.59 3.27
19 C -1.27 -0.88 1.96
20 C -1.52 0.02 0.90
21 C -1.42 -0.37 -0.47
22 C -1.55 0.58 -1.55
23 C -2.23 -0.06 -2.64
24 C -2.71 0.68 -3.72
25 C -2.47 2.06 -3.75
26 C -1.77 2.69 -2.71
27 C -1.34 1.96 -1.59
28 C -2.40 -1.46 -2.31
29 C -1.83 -1.68 -0.99
30 C -1.99 -2.95 -0.43
31 C -2.60 -3.97 -1.18
32 C -3.15 -3.73 -2.45
33 C -3.07 -2.45 -3.01
34 C -2.12 1.26 1.28
35 C -2.47 1.56 2.58
36 H -3.16 2.06 6.41
37 H -2.42 2.98 5.06
38 H -4.06 2.26 4.87
39 H -1.38 -1.29 4.07
40 H -0.82 -1.85 1.73
41 H -3.23 0.16 -4.53
42 H -2.82 2.65 -4.61
43 H -1.56 3.76 -2.76
44 H -0.87 2.46 -0.74
45 H -1.67 -3.16 0.59
46 H -2.65 -4.99 -0.77
47 H -3.64 -4.53 -3.01
48 H -3.48 -2.22 -3.99
49 H -2.42 1.98 0.51
50 H -2.93 2.53 2.82

---

# 3
Entry from OMol25: one molecule with the formula C6H8 (wB97M-V/def2-TZVPD).

Summary:
* LUMO energy: 0.6 eV
* frontier orbital gap: 9.2 eV
* total energy: -233.20693 Eh
* charge: 0
* M: 80.1 g/mol
* relative energy (zero: lowest compared OMol25 entry of this formula, charge and spin): 4.900 eV

Element x y z (Å)
1 C 2.83 -1.48 -0.27
2 C 1.92 -0.89 0.24
3 C 0.78 -0.22 0.84
4 C 0.22 0.95 0.07
5 C -1.25 1.06 0.32
6 C -1.48 0.26 -0.92
7 H 3.65 -1.99 -0.73
8 H 0.05 -0.97 1.20
9 H 1.11 0.31 1.76
10 H -0.69 0.60 -1.62
11 H -1.64 2.08 0.23
12 H -1.67 0.55 1.19
13 H -1.46 -0.81 -0.88
14 H -2.37 0.56 -1.43

---

# 4
Entry from OMol25: C26H20HfN2O2PSe2 as an isolated structure (wB97M-V/def2-TZVPD).

Summary:
* LUMO energy: -3.7 eV
* frontier orbital gap: 7.5 eV
* total energy: -6455.00795 Eh
* charge: +1
* M: 759.8 g/mol

Element x y z (Å)
1 Hf -1.02 0.42 0.38
2 O -1.41 2.34 0.76
3 C -1.72 3.16 1.77
4 C -1.88 4.52 1.55
5 C -2.19 5.34 2.63
6 C -2.36 4.83 3.91
7 C -2.22 3.47 4.12
8 C -1.90 2.62 3.05
9 C -1.84 1.20 3.33
10 N -1.60 0.26 2.47
11 N -1.71 -1.06 3.00
12 C -1.62 -1.91 2.05
13 O -1.43 -1.54 0.78
14 C -1.77 -3.36 2.29
15 C -1.74 -4.25 1.22
16 C -1.89 -5.61 1.45
17 C -2.06 -6.08 2.74
18 C -2.08 -5.20 3.81
19 C -1.94 -3.84 3.59
20 H -1.74 4.92 0.56
21 H -2.31 6.40 2.46
22 H -2.61 5.48 4.73
23 H -2.36 3.05 5.11
24 H -2.06 0.88 4.35
25 H -1.62 -3.87 0.22
26 H -1.88 -6.30 0.61
27 H -2.17 -7.14 2.91
28 H -2.21 -5.57 4.82
29 H -1.96 -3.15 4.42
30 Se -1.08 0.41 -2.25
31 P 1.09 0.45 -1.84
32 Se 1.56 0.45 0.33
33 C 1.80 -1.04 -2.53
34 C 1.30 -2.28 -2.14
35 C 1.87 -3.43 -2.64
36 C 2.93 -3.35 -3.54
37 C 3.43 -2.12 -3.93
38 C 2.87 -0.95 -3.42
39 C 1.78 1.90 -2.61
40 C 2.69 2.72 -1.95
41 C 3.24 3.82 -2.60
42 C 2.89 4.09 -3.92
43 C 1.99 3.27 -4.58
44 C 1.43 2.18 -3.94
45 H 0.48 -2.35 -1.44
46 H 1.49 -4.40 -2.34
47 H 3.37 -4.26 -3.93
48 H 4.25 -2.06 -4.62
49 H 3.27 0.00 -3.72
50 H 2.97 2.52 -0.92
51 H 3.94 4.46 -2.08
52 H 3.32 4.94 -4.42
53 H 1.71 3.48 -5.61
54 H 0.72 1.55 -4.47

---

# 5
Entry from OMol25: a 2-piece molecular cluster, C9H13N4S2 overall (wB97M-V/def2-TZVPD).

Summary:
* LUMO energy: -5.7 eV
* frontier orbital gap: 5.3 eV
* total energy: -1365.82124 Eh
* charge: +1
* M: 241.4 g/mol

Element x y z (Å)
1 C -4.01 -0.20 0.33
2 C -2.83 0.53 0.01
3 C -3.99 -1.51 -0.01
4 C 3.94 -1.43 1.40
5 C -1.89 -0.33 -0.49
6 C 2.01 -0.66 2.06
7 C -0.51 1.88 -2.35
8 C -0.57 -0.14 -0.87
9 C 0.02 1.18 -1.03
10 N 2.84 -0.76 0.97
11 N 3.83 -1.82 2.66
12 N 2.64 -1.29 3.07
13 N 1.46 1.05 -1.03
14 S -2.55 -1.95 -0.77
15 S 0.52 0.11 2.11
16 H -4.89 0.28 0.77
17 H -2.76 1.58 0.36
18 H -4.77 -2.15 0.24
19 H 4.91 -1.57 0.78
20 H -0.01 2.76 -2.46
21 H -1.50 2.26 -2.31
22 H -0.43 1.23 -3.21
23 H -0.11 -1.06 -1.25
24 H -0.34 1.82 -0.15
25 H 2.43 -1.65 4.03
26 H 2.91 -0.22 0.09
27 H 2.03 1.79 -1.32
28 H 1.63 0.27 -1.62

---

# 6
Entry from OMol25: a 3-piece molecular cluster, C4H15NO3 overall (wB97M-V/def2-TZVPD).

Summary:
* LUMO energy: 0.7 eV
* frontier orbital gap: 9.6 eV
* total energy: -441.79661 Eh
* charge: 0
* M: 125.2 g/mol
* relative energy (zero: lowest compared OMol25 entry of this formula, charge and spin): 2.320 eV

Element x y z (Å)
1 C -1.55 -0.25 1.59
2 N -0.10 -0.04 1.29
3 C 0.01 1.15 0.38
4 C -0.94 1.30 -0.81
5 C 1.43 1.25 -0.10
6 O 2.47 1.07 0.81
7 H -1.96 0.85 1.37
8 H -1.53 -0.56 2.68
9 H -2.05 -1.02 1.04
10 H 0.36 0.07 2.13
11 H -0.15 2.08 0.93
12 H -0.93 0.39 -1.45
13 H -0.64 2.15 -1.53
14 H -1.90 1.44 -0.47
15 H 1.66 0.37 -0.84
16 H 1.60 2.15 -0.56
17 H 2.49 1.72 1.61
18 O 1.63 -2.58 0.44
19 H 1.36 -2.00 -0.29
20 H 2.01 -1.91 0.99
21 O -2.61 -1.33 -3.01
22 H -2.27 -2.20 -3.17
23 H -3.01 -1.18 -3.83

---

# 7
Entry from OMol25: CH7InO3P as an isolated structure (wB97M-V/def2-TZVPD).

Summary:
* LUMO energy: 3.2 eV
* frontier orbital gap: 8.3 eV
* total energy: -799.58422 Eh
* charge: -1
* M: 212.9 g/mol

Element x y z (Å)
1 O 0.79 -0.65 2.15
2 P 0.08 -0.91 0.89
3 O -0.86 -2.24 0.95
4 O 1.17 -1.32 -0.24
5 C -0.91 0.41 0.30
6 In 0.34 1.85 -0.96
7 H -0.29 -3.01 0.82
8 H 0.73 -1.57 -1.06
9 H -1.76 0.05 -0.29
10 H -1.23 0.94 1.20
11 H -0.66 3.27 -1.36
12 H 1.77 2.27 -0.01
13 H 0.84 0.91 -2.39